*one*
ORCA calculation (the ωB97M-V functional and the def2-TZVPD basis) on the molecule C5H6F2.

Geometry as ORCA input:
```
! wB97M-V def2-TZVPD RIJCOSX def2/J DEFGRID3
* xyz 0 1
C 3.487 -0.338 -0.036
C 2.311 -0.028 -0.014
C 0.966 0.483 -0.052
C -0.247 -0.920 0.010
C -1.721 -0.457 0.092
F 0.077 -1.490 1.146
F -0.038 -1.817 -1.005
H 4.521 -0.577 0.100
H 0.647 0.964 0.854
H 0.837 1.141 -0.985
H -2.408 -1.253 0.091
H -1.913 0.157 0.935
H -1.814 0.165 -0.837
*
```

Molecular weight, g/mol: 104.10
LUMO, eV: 0.92
Gap between HOMO and LUMO, Eh: 0.3886
Highest occupied orbital energy, hartree: -0.3547

---

*two*
ORCA calculation (the ωB97M-V functional and the def2-TZVPD basis) on the molecule C5H6F2.

Geometry as ORCA input:
```
! wB97M-V def2-TZVPD RIJCOSX def2/J DEFGRID3
* xyz 0 1
C -0.332 1.879 -1.119
C -0.908 0.849 -0.545
C -0.197 -0.039 0.407
F 0.924 0.475 0.925
F -1.049 -0.400 1.418
C 0.139 -1.288 -0.348
C 1.340 -1.499 -0.877
H -0.790 2.439 -1.909
H 0.689 2.070 -0.825
H -1.957 0.587 -0.787
H -0.706 -1.961 -0.517
H 1.447 -2.417 -1.471
H 2.187 -0.804 -0.694
*
```

Molecular weight, g/mol: 104.10
LUMO, eV: 0.85
Gap between HOMO and LUMO, Eh: 0.3964
Highest occupied orbital energy, hartree: -0.3653

---

Computed stability ranking, most favorable first: *two*, *one*